(1)
C26H39AgN5O6P2Si | ωB97M-V with the def2-TZVPD basis set

Results
Energy   -77784.919 eV
Kohn-Sham gap   4.908 eV
Total charge   -1
Energy relative to the best compared isomer or geometry (same formula, charge and spin)   0.0 kcal/mol
HOMO level   -0.14017 hartree

Geometry (Å):
Ag: 0.050 0.001 -0.478
C: -3.064 -2.494 -0.389
P: -1.680 -1.690 0.532
C: -1.287 -3.087 1.662
C: -2.657 -0.647 1.699
C: -3.062 0.721 1.159
P: -1.596 1.742 0.659
C: -1.115 2.488 2.266
C: -2.509 3.194 -0.023
H: -2.649 -3.193 -1.116
H: -3.627 -1.737 -0.930
H: -3.727 -3.026 0.297
H: -2.177 -3.398 2.214
H: -0.512 -2.779 2.360
H: -0.919 -3.926 1.069
H: -1.976 -0.486 2.526
H: -3.527 -1.206 2.059
H: -3.621 1.271 1.923
H: -3.710 0.619 0.284
H: -1.991 2.753 2.862
H: -0.519 3.380 2.068
H: -0.501 1.771 2.803
H: -3.230 3.583 0.698
H: -3.021 2.908 -0.940
H: -1.782 3.972 -0.262
C: 2.614 -2.102 0.769
C: 3.030 -0.689 0.579
N: 2.354 0.245 -0.046
C: 3.133 1.375 -0.026
C: 4.300 1.113 0.619
N: 4.233 -0.213 0.972
H: 1.528 -2.153 0.729
H: 2.943 -2.457 1.745
H: 3.034 -2.745 -0.007
H: 2.794 2.290 -0.478
H: 5.163 1.720 0.829
H: 4.856 -0.689 1.598
O: 2.338 -0.344 3.260
C: 1.102 -0.320 3.313
O: 0.263 -0.350 2.375
C: 0.534 -0.246 4.757
C: 1.401 0.105 5.784
C: 0.940 0.163 7.095
C: -0.381 -0.103 7.407
C: -1.235 -0.452 6.378
C: -0.782 -0.541 5.065
N: -2.626 -0.730 6.676
O: -2.976 -0.733 7.842
O: -3.379 -0.941 5.745
N: 1.856 0.497 8.172
O: 3.028 0.663 7.898
O: 1.404 0.589 9.300
H: 2.435 0.315 5.554
H: -0.737 -0.052 8.424
H: -1.473 -0.860 4.303
C: -1.692 1.807 -4.888
Si: -1.529 0.242 -3.794
C: -2.944 0.467 -2.548
C: -2.015 -1.184 -4.966
N: -0.103 -0.103 -2.937
C: 1.090 -0.333 -3.567
C: 1.388 0.078 -4.889
C: 2.634 -0.130 -5.455
C: 3.647 -0.758 -4.744
C: 3.371 -1.207 -3.455
C: 2.123 -1.025 -2.894
H: -2.745 1.998 -5.108
H: -1.175 1.710 -5.844
H: -1.291 2.690 -4.384
H: -3.715 -0.295 -2.670
H: -3.421 1.442 -2.661
H: -2.542 0.398 -1.539
H: -2.947 -0.971 -5.497
H: -2.143 -2.119 -4.418
H: -1.239 -1.350 -5.716
H: 0.618 0.575 -5.467
H: 2.822 0.205 -6.470
H: 4.623 -0.911 -5.187
H: 4.152 -1.700 -2.884
H: 1.889 -1.425 -1.917

(2)
C19H31N4O7 | ωB97M-V with the def2-TZVPD basis set

Results
Energy   -40496.858 eV
Kohn-Sham gap   5.663 eV
Total charge   -1
HOMO level   -0.15725 hartree

Geometry (Å):
C: -6.080 -3.382 0.754
C: -4.898 -3.315 -0.225
C: -4.811 -1.994 -1.004
C: -4.128 -0.835 -0.261
C: -2.842 -1.226 0.487
C: -1.702 -0.215 0.316
C: -1.919 1.068 1.109
C: -1.035 2.224 0.605
C: 0.436 2.163 0.968
C: 1.221 3.199 0.790
C: 0.802 4.537 0.269
C: 1.524 4.966 -1.026
C: 0.785 4.602 -2.290
O: 1.090 5.056 -3.342
O: -0.262 3.771 -2.180
C: 2.677 3.080 1.133
O: 3.309 4.003 1.544
C: 3.280 1.743 0.947
C: 2.542 0.688 1.141
C: 3.015 -0.724 1.035
C: 2.694 -1.429 -0.316
N: 2.848 -0.491 -1.431
N: 3.607 -2.565 -0.379
N: 1.346 -1.988 -0.370
C: 1.109 0.953 1.555
O: 0.602 0.232 2.356
H: -6.254 -4.420 1.039
H: -5.818 -2.873 1.683
H: -6.999 -2.983 0.331
H: -5.068 -4.103 -0.964
H: -3.986 -3.591 0.299
H: -5.837 -1.712 -1.255
H: -4.325 -2.211 -1.957
H: -3.934 -0.044 -0.987
H: -4.845 -0.448 0.468
H: -2.473 -2.160 0.055
H: -3.030 -1.435 1.540
H: -1.567 -0.013 -0.752
H: -0.801 -0.735 0.622
H: -1.717 0.888 2.163
H: -2.971 1.338 0.993
H: -1.478 3.182 0.859
H: -1.075 2.180 -0.486
H: 1.062 5.277 1.030
H: -0.270 4.610 0.137
H: 2.564 4.657 -1.075
H: 1.532 6.054 -1.040
H: -0.803 3.866 -2.978
H: 4.323 1.611 0.688
H: 2.510 -1.300 1.810
H: 4.075 -0.816 1.254
H: 2.475 -0.950 -2.256
H: 3.844 -0.336 -1.543
H: 4.428 -2.369 -0.935
H: 3.132 -3.395 -0.699
H: 0.719 -1.297 -0.762
H: 1.046 -2.294 0.545
N: 6.584 -4.575 0.000
O: 5.942 -4.887 1.019
O: 7.772 -4.930 -0.127
O: 6.035 -3.903 -0.905

(3)
C11H23N3O3S | ωB97M-V with the def2-TZVPD basis set

Results
Energy   -33220.004 eV
Kohn-Sham gap   8.679 eV
Total charge   0
Energy relative to the best compared isomer or geometry (same formula, charge and spin)   219.6 kcal/mol
HOMO level   -0.30955 hartree

Geometry (Å):
C: -1.616 0.991 -0.994
C: -1.633 -0.299 -0.175
C: -0.767 0.889 -2.233
C: -1.095 -0.413 -3.220
C: -2.574 -0.273 -3.418
C: -3.178 -1.512 -4.160
C: 1.040 -0.239 0.637
C: 1.922 -1.496 0.631
C: 1.085 0.398 1.935
C: 2.629 0.995 2.279
C: 1.428 3.381 3.681
H: -1.988 1.741 0.837
H: -1.568 2.976 -0.169
H: -2.679 1.318 -1.120
H: 0.355 0.865 -2.263
H: -1.040 1.841 -2.946
H: -0.768 -0.032 -4.240
H: -0.736 -1.338 -2.748
H: -2.774 0.532 -4.038
H: -3.142 -0.181 -2.496
H: -2.920 -1.518 -5.323
H: -4.313 -1.631 -3.877
H: -2.437 -3.128 -2.360
H: -2.551 -3.794 -4.268
H: -0.446 -1.514 1.251
H: 1.317 0.391 -0.353
H: 0.335 1.136 1.940
H: 1.020 -0.470 2.629
H: 3.358 -0.009 2.656
H: 2.880 1.628 1.300
H: 1.703 3.974 2.770
H: 1.819 4.034 4.420
H: 0.421 3.198 3.636
H: 3.633 -0.587 0.130
N: -1.108 1.834 0.072
N: -2.419 -2.895 -3.632
N: -0.424 -0.703 0.491
O: -2.618 -1.083 -0.088
O: 1.289 -2.647 0.779
O: 3.244 -1.465 0.169
S: 2.463 1.872 3.716

(4)
C49H123F3N8O13Zr | ωB97M-V with the def2-TZVPD basis set

Results
Energy   -100757.834 eV
Kohn-Sham gap   2.814 eV
Total charge   +2
HOMO level   -0.41137 hartree

Geometry (Å):
Zr: -2.379 1.940 3.043
C: 0.218 0.152 1.414
O: -0.696 0.106 0.306
O: -0.481 0.962 2.344
C: 0.894 -1.301 1.710
F: 2.225 -1.317 1.469
F: 0.832 -1.600 3.002
F: 0.330 -2.343 1.146
C: -0.259 -0.006 -1.044
C: -1.437 0.340 -1.981
H: -1.235 -0.048 -2.979
H: -2.346 -0.167 -1.657
H: -1.594 1.419 -1.997
H: 0.080 -1.025 -1.232
H: 0.583 0.664 -1.215
H: 1.082 0.693 1.026
O: -4.598 -0.521 0.565
C: -3.884 0.319 1.368
O: -3.427 1.395 1.075
O: -3.467 0.050 2.477
H: -4.822 -0.096 -0.266
C: -0.501 1.847 -6.625
C: -0.173 1.801 -5.120
C: 1.056 2.724 -4.894
C: 1.871 2.580 -3.584
C: 2.769 1.312 -3.564
C: 3.618 1.092 -2.298
H: -0.563 2.798 -7.155
H: -1.514 1.465 -6.754
H: 0.154 1.203 -7.213
H: -1.015 2.146 -4.520
H: -0.072 0.789 -4.726
H: 0.745 3.763 -4.999
H: 1.749 2.499 -5.705
H: 2.537 3.428 -3.428
H: 1.262 2.591 -2.680
H: 2.087 0.468 -3.671
H: 3.375 1.415 -4.464
H: 4.226 0.188 -2.349
H: 4.316 1.912 -2.134
H: 2.994 0.990 -1.409
C: 2.321 -0.757 -6.543
C: 2.533 -2.047 -5.744
C: 1.262 -2.505 -5.018
C: 0.032 -2.869 -5.920
C: -1.314 -3.114 -5.217
C: -2.533 -3.407 -6.070
H: 2.278 0.170 -5.972
H: 1.505 -0.817 -7.263
H: 3.151 -0.587 -7.229
H: 2.876 -2.897 -6.333
H: 3.296 -1.891 -4.981
H: 0.985 -1.714 -4.322
H: 1.447 -3.276 -4.270
H: -0.081 -2.024 -6.599
H: 0.221 -3.685 -6.618
H: -1.135 -3.843 -4.426
H: -1.534 -2.182 -4.696
H: -2.440 -4.437 -6.412
H: -3.393 -3.374 -5.401
H: -2.740 -2.733 -6.902
C: -2.951 5.745 2.137
C: -2.895 4.579 1.180
C: -2.541 5.203 -0.211
O: -2.242 4.171 -1.129
C: -1.788 4.715 -2.437
N: -1.915 3.578 1.525
H: -3.226 5.415 3.138
H: -3.618 6.528 1.777
H: -1.988 6.255 2.157
H: -3.894 4.143 1.208
H: -1.670 5.856 -0.256
H: -3.384 5.797 -0.562
H: -1.324 3.914 -3.012
H: -1.182 5.617 -2.350
H: -2.743 5.070 -2.826
H: -1.776 3.257 0.577
H: -1.082 4.149 1.540
C: 2.810 -4.604 2.927
C: 1.938 -5.817 2.785
C: 0.909 -5.716 1.643
O: 0.080 -6.889 1.598
C: -0.895 -6.782 0.573
N: 2.835 -6.924 2.392
H: 3.608 -4.426 2.207
H: 3.259 -4.565 3.919
H: 2.140 -3.745 2.876
H: 1.548 -6.049 3.776
H: 1.480 -5.601 0.723
H: 0.351 -4.781 1.686
H: -1.287 -7.793 0.465
H: -0.427 -6.642 -0.401
H: -1.609 -5.970 0.708
H: 2.276 -7.756 2.269
H: 3.116 -6.869 1.423
C: 1.534 3.482 0.005
C: 1.480 4.249 1.338
C: 2.834 4.744 1.928
O: 2.825 5.533 3.140
C: 4.178 5.795 3.630
N: 0.489 5.320 1.330
H: 0.557 3.196 -0.384
H: 2.241 2.658 -0.097
H: 1.990 4.236 -0.636
H: 0.976 3.552 2.008
H: 3.327 5.292 1.124
H: 3.353 3.813 2.156
H: 4.190 6.350 4.568
H: 4.799 6.451 3.021
H: 4.711 4.855 3.775
H: 0.634 5.915 0.527
H: 0.864 5.911 2.058
C: -0.272 0.084 5.698
C: -1.606 -0.346 5.040
C: -2.419 -1.321 5.883
O: -3.810 -1.242 5.614
C: -4.465 -2.344 6.092
N: -2.423 0.821 4.950
H: -0.223 0.351 6.754
H: 0.128 0.893 5.087
H: 0.446 -0.721 5.543
H: -1.444 -0.860 4.093
H: -2.379 -0.921 6.896
H: -1.936 -2.285 5.720
H: -4.523 -2.353 7.180
H: -3.981 -3.250 5.728
H: -5.456 -2.313 5.638
H: -2.290 1.260 5.850
H: -3.281 0.376 5.243
C: -2.536 -3.900 2.799
C: -3.952 -4.485 2.848
C: -5.042 -3.467 2.469
O: -6.333 -4.003 2.741
C: -7.312 -2.986 2.897
N: -3.859 -5.657 1.952
H: -1.737 -4.640 2.845
H: -2.450 -3.259 3.677
H: -2.380 -3.416 1.835
H: -4.224 -4.664 3.889
H: -4.996 -3.036 1.469
H: -4.820 -2.572 3.051
H: -7.140 -2.563 3.886
H: -8.329 -3.356 2.771
H: -7.172 -2.249 2.106
H: -3.487 -5.334 1.070
H: -4.785 -5.914 1.643
C: 5.781 2.045 0.356
C: 5.681 1.691 1.823
C: 4.345 1.044 2.222
O: 4.187 1.160 3.600
C: 2.905 1.243 4.078
N: 6.751 0.781 2.093
H: 6.707 2.546 0.074
H: 4.929 2.676 0.100
H: 5.698 1.095 -0.172
H: 5.986 2.569 2.393
H: 4.224 -0.011 1.976
H: 3.473 1.354 1.647
H: 2.380 0.294 3.968
H: 2.263 1.967 3.577
H: 2.937 1.503 5.136
H: 6.656 0.533 3.068
H: 7.535 1.416 2.047
C: -5.384 1.932 -3.747
C: -5.069 1.730 -2.245
C: -5.592 2.870 -1.304
O: -7.053 2.967 -1.388
C: -7.587 4.080 -0.651
N: -5.519 0.426 -1.891
H: -6.434 1.875 -4.031
H: -4.975 1.138 -4.372
H: -4.938 2.871 -4.078
H: -3.986 1.709 -2.122
H: -5.156 3.844 -1.527
H: -5.481 2.594 -0.255
H: -8.669 3.950 -0.621
H: -7.292 4.986 -1.181
H: -7.358 4.107 0.414
H: -5.428 -0.224 -2.659
H: -6.504 0.387 -1.671
C: 5.250 -2.256 0.642
C: 6.702 -2.449 0.131
C: 6.722 -2.166 -1.409
O: 6.176 -3.125 -2.162
C: 5.933 -2.682 -3.474
N: 7.613 -1.740 0.971
H: 4.736 -1.388 0.229
H: 5.118 -2.099 1.713
H: 4.732 -3.133 0.253
H: 6.882 -3.503 0.346
H: 7.740 -2.138 -1.795
H: 6.295 -1.168 -1.513
H: 6.852 -2.396 -3.986
H: 5.306 -1.790 -3.451
H: 5.446 -3.533 -3.949
H: 7.433 -2.192 1.856
H: 7.366 -0.772 1.123

Please write out number 3 again, unchanged.
C11H23N3O3S | ωB97M-V with the def2-TZVPD basis set

Results
Energy   -33220.004 eV
Kohn-Sham gap   8.679 eV
Total charge   0
Energy relative to the best compared isomer or geometry (same formula, charge and spin)   219.6 kcal/mol
HOMO level   -0.30955 hartree

Geometry (Å):
C: -1.616 0.991 -0.994
C: -1.633 -0.299 -0.175
C: -0.767 0.889 -2.233
C: -1.095 -0.413 -3.220
C: -2.574 -0.273 -3.418
C: -3.178 -1.512 -4.160
C: 1.040 -0.239 0.637
C: 1.922 -1.496 0.631
C: 1.085 0.398 1.935
C: 2.629 0.995 2.279
C: 1.428 3.381 3.681
H: -1.988 1.741 0.837
H: -1.568 2.976 -0.169
H: -2.679 1.318 -1.120
H: 0.355 0.865 -2.263
H: -1.040 1.841 -2.946
H: -0.768 -0.032 -4.240
H: -0.736 -1.338 -2.748
H: -2.774 0.532 -4.038
H: -3.142 -0.181 -2.496
H: -2.920 -1.518 -5.323
H: -4.313 -1.631 -3.877
H: -2.437 -3.128 -2.360
H: -2.551 -3.794 -4.268
H: -0.446 -1.514 1.251
H: 1.317 0.391 -0.353
H: 0.335 1.136 1.940
H: 1.020 -0.470 2.629
H: 3.358 -0.009 2.656
H: 2.880 1.628 1.300
H: 1.703 3.974 2.770
H: 1.819 4.034 4.420
H: 0.421 3.198 3.636
H: 3.633 -0.587 0.130
N: -1.108 1.834 0.072
N: -2.419 -2.895 -3.632
N: -0.424 -0.703 0.491
O: -2.618 -1.083 -0.088
O: 1.289 -2.647 0.779
O: 3.244 -1.465 0.169
S: 2.463 1.872 3.716

Question: Look up the energy of the third one.
Answer: -33220.004 eV